# 1
{"formula": "C29H35Cl2I2N6O5PY", "method": "ωB97M-V/def2-TZVPD", "species": ["Y", "C", "N", "C", "C", "C", "C", "C", "C", "C", "N", "C", "C", "C", "C", "C", "C", "N", "C", "C", "H", "H", "H", "H", "H", "H", "H", "H", "H", "H", "H", "H", "H", "H", "H", "H", "H", "H", "H", "H", "I", "C", "C", "C", "I", "C", "C", "C", "C", "N", "C", "C", "O", "H", "H", "H", "H", "Cl", "C", "Cl", "C", "O", "O", "H", "N", "C", "P", "O", "O", "C", "N", "H", "H", "H", "H", "H", "H", "H", "H", "H", "H"], "positions_angstrom": [[0.074, 0.049, 0.195], [-1.542, 1.665, 3.095], [-1.558, 1.748, 1.633], [-2.955, 1.716, 1.164], [-0.874, 2.922, 1.133], [-0.639, 4.076, 1.873], [0.031, 5.150, 1.310], [0.482, 5.083, -0.001], [0.247, 3.942, -0.748], [-0.439, 2.868, -0.193], [-0.718, 1.692, -0.936], [-1.590, 1.800, -1.997], [-2.274, 2.973, -2.365], [-3.133, 2.992, -3.450], [-3.343, 1.853, -4.218], [-2.694, 0.685, -3.853], [-1.856, 0.651, -2.749], [-1.175, -0.591, -2.360], [-2.147, -1.688, -2.199], [-0.174, -0.911, -3.388], [-2.207, 2.410, 3.546], [-1.882, 0.676, 3.400], [-0.530, 1.808, 3.460], [-3.547, 2.494, 1.657], [-3.004, 1.871, 0.090], [-3.394, 0.745, 1.407], [-0.975, 4.145, 2.899], [0.202, 6.040, 1.901], [1.015, 5.917, -0.439], [0.593, 3.862, -1.771], [-2.123, 3.876, -1.789], [-3.644, 3.913, -3.702], [-4.002, 1.871, -5.076], [-2.850, -0.211, -4.445], [-1.667, -2.644, -2.419], [-2.530, -1.721, -1.177], [-3.001, -1.590, -2.868], [-0.636, -1.312, -4.300], [0.371, -0.005, -3.648], [0.544, -1.627, -2.979], [0.915, 0.054, 5.537], [0.504, -1.600, 4.354], [0.466, -2.867, 4.971], [0.248, -4.007, 4.253], [0.276, -5.840, 5.249], [0.012, -3.927, 2.859], [-0.196, -5.038, 2.015], [-0.426, -4.847, 0.680], [-0.486, -3.536, 0.187], [-0.288, -2.469, 0.925], [0.001, -2.644, 2.252], [0.306, -1.445, 2.990], [0.380, -0.320, 2.349], [0.627, -2.928, 6.039], [-0.181, -6.034, 2.438], [-0.590, -5.685, 0.015], [-0.731, -3.361, -0.853], [3.936, -0.575, 3.304], [3.355, -0.325, 1.678], [4.758, -0.373, 0.516], [2.584, 1.009, 1.443], [2.635, 1.885, 2.258], [1.981, 0.980, 0.284], [2.724, -1.164, 1.403], [4.975, -2.837, -0.117], [3.622, -3.495, -0.141], [2.700, -2.660, -1.499], [3.802, -2.278, -2.465], [1.749, -1.708, -0.903], [1.851, -3.966, -2.520], [2.229, -3.606, -3.928], [5.673, -3.364, 0.405], [4.913, -1.867, 0.262], [5.267, -2.699, -1.096], [3.132, -3.365, 0.822], [3.757, -4.556, -0.341], [0.770, -3.963, -2.406], [2.241, -4.956, -2.291], [1.522, -3.007, -4.360], [2.403, -4.408, -4.529], [3.091, -3.016, -3.785]], "charge": 1, "homo_lumo_gap_ev": 5.877}



# 2
{"formula": "C29H35Cl2IrN4O4S2", "method": "ωB97M-V/def2-TZVPD", "species": ["Ir", "O", "S", "C", "C", "C", "C", "S", "O", "C", "C", "C", "C", "C", "C", "C", "C", "C", "C", "C", "C", "H", "H", "H", "H", "H", "H", "H", "H", "H", "H", "H", "H", "H", "H", "H", "H", "H", "H", "Cl", "C", "C", "C", "Cl", "C", "C", "C", "C", "N", "C", "C", "O", "H", "H", "H", "H", "N", "N", "H", "H", "H", "H", "C", "N", "C", "C", "C", "O", "H", "H", "H", "H", "H", "H", "H", "H", "H"], "positions_angstrom": [[-0.162, 0.340, 0.662], [1.780, 0.227, 1.403], [3.195, 0.066, 0.778], [4.045, 1.424, 1.627], [3.284, 2.745, 1.655], [2.315, 2.919, 2.830], [1.440, 4.152, 2.631], [0.013, 3.836, 1.515], [0.236, 2.422, 0.974], [-1.326, 3.773, 2.671], [-1.599, 2.620, 3.393], [-2.644, 2.622, 4.300], [-3.402, 3.775, 4.477], [-3.124, 4.920, 3.745], [-2.083, 4.925, 2.825], [3.219, 0.693, -0.882], [2.233, 1.503, -1.423], [2.330, 1.882, -2.754], [3.410, 1.469, -3.521], [4.398, 0.669, -2.962], [4.297, 0.262, -1.641], [4.986, 1.514, 1.081], [4.280, 1.043, 2.624], [2.749, 2.863, 0.711], [4.014, 3.557, 1.688], [2.880, 3.052, 3.755], [1.692, 2.035, 2.953], [2.003, 4.953, 2.150], [1.008, 4.539, 3.552], [-0.987, 1.748, 3.214], [-2.871, 1.736, 4.880], [-4.217, 3.777, 5.188], [-3.723, 5.811, 3.882], [-1.869, 5.812, 2.240], [1.417, 1.876, -0.816], [1.567, 2.515, -3.189], [3.483, 1.771, -4.557], [5.239, 0.346, -3.561], [5.047, -0.393, -1.213], [-1.276, -4.288, -0.801], [-2.283, -2.894, -0.821], [-3.612, -2.993, -1.280], [-4.429, -1.897, -1.331], [-6.043, -2.048, -1.914], [-3.951, -0.629, -0.915], [-4.665, 0.584, -0.961], [-4.054, 1.749, -0.575], [-2.738, 1.724, -0.101], [-2.052, 0.597, -0.008], [-2.631, -0.574, -0.436], [-1.776, -1.687, -0.400], [-0.522, -1.506, 0.018], [-3.979, -3.957, -1.606], [-5.687, 0.587, -1.317], [-4.573, 2.695, -0.625], [-2.235, 2.630, 0.203], [0.127, -0.502, 3.563], [-0.610, -0.655, 2.355], [-0.193, 0.320, 4.061], [1.100, -0.373, 3.301], [-1.604, -0.583, 2.575], [-0.472, -1.620, 2.031], [2.382, -3.007, -3.100], [2.689, -3.607, -1.807], [3.324, -4.920, -1.775], [2.467, -2.885, -0.696], [2.789, -3.530, 0.629], [1.984, -1.747, -0.757], [2.196, -3.798, -3.822], [3.205, -2.386, -3.460], [1.496, -2.385, -3.009], [3.187, -5.394, -2.743], [2.868, -5.561, -1.023], [4.396, -4.851, -1.579], [3.805, -3.924, 0.662], [2.108, -4.362, 0.816], [2.664, -2.793, 1.418]], "charge": 2, "homo_lumo_gap_ev": 6.567}



# 3
{"formula": "C29H35Cl3EuN4O2P2", "method": "ωB97M-V/def2-TZVPD", "species": ["Eu", "C", "C", "C", "C", "C", "C", "C", "C", "C", "H", "H", "H", "H", "H", "H", "H", "H", "H", "H", "H", "H", "H", "H", "H", "P", "P", "N", "N", "N", "N", "C", "C", "C", "C", "C", "C", "C", "C", "C", "C", "C", "C", "C", "C", "C", "C", "C", "C", "H", "H", "H", "H", "H", "H", "H", "H", "H", "H", "H", "H", "H", "H", "H", "H", "H", "H", "H", "H", "Cl", "C", "Cl", "Cl", "C", "O", "O"], "positions_angstrom": [[0.007, 2.043, 0.101], [-1.817, 1.938, -3.845], [-1.882, 0.630, -3.561], [-0.907, -0.422, -4.033], [0.618, -0.115, -3.920], [1.027, 0.755, -2.775], [0.704, 2.060, -2.557], [0.431, 2.987, -3.717], [-0.749, 2.629, -4.641], [1.708, 0.543, 2.746], [-2.682, 2.553, -3.569], [-2.827, 0.235, -3.141], [-1.135, -0.676, -5.088], [-1.132, -1.341, -3.467], [1.115, -1.103, -3.814], [0.967, 0.282, -4.893], [1.906, 0.364, -2.262], [1.081, 2.666, -1.690], [1.366, 3.092, -4.294], [0.215, 3.965, -3.270], [-1.158, 3.569, -5.051], [-0.409, 2.015, -5.490], [1.235, 1.530, 2.542], [2.718, 0.786, 3.122], [1.109, 0.208, 3.609], [1.812, -0.511, 1.233], [-1.362, -1.255, 1.437], [2.761, 0.705, 0.331], [3.007, -1.654, 1.674], [-2.251, -0.169, 0.413], [-2.722, -2.287, 1.583], [0.921, -1.344, -0.146], [-0.478, -2.015, 0.066], [2.893, 2.075, 0.663], [3.916, 2.599, -0.097], [4.324, 1.604, -1.019], [3.609, 0.443, -0.755], [4.003, -1.439, 2.639], [4.748, -2.596, 2.792], [4.238, -3.556, 1.871], [3.193, -2.958, 1.191], [-3.351, 0.543, 0.933], [-3.414, 1.761, 0.315], [-2.416, 1.800, -0.715], [-1.724, 0.587, -0.644], [-3.707, -2.516, 0.608], [-4.783, -3.134, 1.215], [-4.430, -3.360, 2.580], [-3.159, -2.868, 2.777], [1.588, -2.131, -0.538], [0.849, -0.647, -1.004], [-1.058, -1.989, -0.878], [-0.350, -3.084, 0.324], [2.466, 2.527, 1.553], [4.305, 3.592, 0.072], [5.066, 1.755, -1.785], [3.592, -0.512, -1.274], [4.071, -0.488, 3.134], [5.575, -2.732, 3.472], [4.597, -4.562, 1.726], [2.586, -3.357, 0.399], [-3.957, 0.106, 1.725], [-4.091, 2.579, 0.536], [-2.242, 2.560, -1.486], [-0.982, 0.164, -1.337], [-3.574, -2.179, -0.409], [-5.708, -3.376, 0.731], [-5.025, -3.829, 3.339], [-2.511, -2.855, 3.634], [-2.789, -0.205, 5.669], [-1.880, 1.108, 4.874], [-2.859, 2.594, 4.855], [-0.332, 1.348, 5.684], [-1.540, 0.783, 3.372], [-1.863, -0.451, 3.034], [-1.073, 1.633, 2.591]], "s2": 15.7751, "charge": 0, "multiplicity": 8, "homo_lumo_gap_ev": [3.984, 6.051]}